Entry 1:
The following is a DFT calculation (wB97M-V/def2-TZVPD) of the ion C5H8N with charge +1.

Structure (SMILES) ... CC1=C[C@@H]1C=[NH2+]
Total charge ... +1
Kohn-Sham gap ... 10.418 eV
Energy ... -6794.9396 eV
HOMO ... -14.62 eV

Each line ends with the Löwdin charge.
Atoms and positions in Å:
C (1.4026, -1.1810, -0.0235)  -0.020
C (1.0083, 0.2555, 0.1426)  -0.132
C (1.0693, 1.5487, 0.2906)  0.120
C (-0.2094, 1.1005, -0.4038)  -0.141
C (-1.2039, 0.5934, 0.4499)  -0.098
N (-2.0906, -0.2549, 0.0552)  0.196
H (2.2193, -1.5902, 0.6180)  0.101
H (1.8054, -1.4459, -1.0802)  0.134
H (0.6120, -1.9210, 0.2084)  0.083
H (1.6939, 2.3468, 0.1531)  0.099
H (-0.1979, 0.9534, -1.5120)  0.163
H (-1.1764, 0.8522, 1.4585)  0.148
H (-2.7848, -0.7353, 0.6304)  0.154
H (-2.1480, -0.5223, -0.9874)  0.193

Force components x, y, z for each atom (eV/Å):
1.0722 -1.3593 -0.6913
0.8927 0.1532 0.6478
-1.1058 -3.3571 -1.0468
1.2374 -0.6730 -0.9039
-0.4705 -0.1611 -1.4893
-1.3257 -1.5055 -2.6697
-0.3433 1.1644 -0.1245
-0.9586 0.9083 1.4673
-0.1543 0.7738 -0.3480
1.3271 1.9578 0.2729
-0.8636 0.6252 0.8722
0.0610 0.2893 1.6632
0.4717 0.5270 0.0760
0.1599 0.6569 2.2742

=====

Entry 2:
The following is a DFT calculation (wB97M-V/def2-TZVPD) of the ion C5H8N with charge +1.

Structure (SMILES) ... C=C(C)C1=[NH+]C1
Total charge ... +1
Kohn-Sham gap ... 8.195 eV
Energy ... -6792.5649 eV
HOMO ... -14.26 eV

Each line ends with the Löwdin charge.
Atoms and positions in Å:
C (-0.5191, 2.1728, -0.6332)  0.223
C (-0.2546, 0.7557, -0.1462)  -0.131
C (-1.1055, 0.4175, 1.0483)  -0.101
C (0.5333, -0.5206, -0.4253)  -0.063
N (1.3104, -1.1593, -1.2527)  0.206
C (0.9890, -1.8629, 0.0522)  0.048
H (0.2791, 2.5105, -1.3406)  0.088
H (-1.0159, 2.8410, -0.0501)  0.040
H (-1.5904, -0.4488, 0.8572)  0.045
H (-1.9235, 1.1236, 1.2658)  0.103
H (-0.7139, 0.4122, 2.0501)  0.098
H (1.9573, -1.4649, -1.9815)  0.193
H (1.7275, -1.9948, 0.7614)  0.091
H (0.3263, -2.7820, -0.2053)  0.160

Force components x, y, z for each atom (eV/Å):
6.4002 -7.6201 -1.2805
-1.5837 3.2805 0.3657
-0.5885 2.6582 0.9061
0.8947 1.7722 -2.3216
-0.5254 0.0881 2.4399
-3.2926 -1.1797 -3.1220
-1.4197 0.0796 0.1575
-1.8891 1.4166 1.4794
-1.5241 -3.0603 -0.1919
0.2365 0.1568 -0.8717
1.2784 -0.4734 0.1766
-0.4620 1.0011 -0.2030
1.5123 0.0941 1.3584
0.9629 1.7864 1.1072

=====

Entry 3:
The following is a DFT calculation (wB97M-V/def2-TZVPD) of the ion C5H8N with charge +1.

Structure (SMILES) ... CC1=C[N+]12CC2
Total charge ... +1
Kohn-Sham gap ... 10.766 eV
Energy ... -6792.6788 eV
HOMO ... -14.24 eV

Each line ends with the Löwdin charge.
Atoms and positions in Å:
C (-2.2045, 0.6723, -0.0250)  0.012
C (-1.0471, -0.1970, -0.4380)  -0.051
C (-0.3782, -1.2602, -0.7728)  0.130
N (0.4372, -0.2516, -0.1915)  -0.042
C (1.5985, -0.2766, 1.0007)  0.054
C (1.7540, 0.4342, -0.2566)  -0.061
H (-2.7892, 0.6293, -0.9876)  0.115
H (-1.9402, 1.7128, 0.2043)  0.097
H (-2.8873, 0.2436, 0.7426)  0.112
H (-0.2295, -2.1799, -1.2962)  0.137
H (1.9405, -1.2183, 1.2909)  0.095
H (1.3199, 0.3800, 1.9087)  0.150
H (1.8529, 1.4157, -0.2814)  0.075
H (2.5731, -0.1043, -0.8983)  0.177

Force components x, y, z for each atom (eV/Å):
-0.5095 -0.7454 -1.8124
0.1809 -0.0897 1.6387
-0.6820 0.8463 -0.9257
3.0746 0.8633 2.8617
-4.1062 2.7092 1.7800
2.0449 -6.3657 -2.6493
0.1092 0.5551 0.9583
0.1064 -0.5011 -0.1251
0.9388 0.0490 -0.3338
-0.0153 -0.3406 0.0482
0.7783 -1.4164 -0.2847
0.2453 -1.2008 -1.5853
-0.2168 4.4499 -0.1273
-1.9485 1.1868 0.5567

=====

Entry 4:
The following is a DFT calculation (wB97M-V/def2-TZVPD) of the ion C5H8N with charge +1.

Structure (SMILES) ... CC=C=C=[NH+]C
Total charge ... +1
Kohn-Sham gap ... 9.162 eV
Energy ... -6794.4088 eV
HOMO ... -14.88 eV

Each line ends with the Löwdin charge.
Atoms and positions in Å:
C (-0.6468, 1.8343, 2.0027)  -0.053
C (-1.2856, 1.4548, 0.7296)  -0.049
C (-0.7570, 0.5981, -0.0958)  0.056
C (-0.4295, -0.2548, -1.0106)  0.073
N (0.0581, -1.1204, -1.8618)  0.031
C (1.1950, -1.9477, -1.5626)  -0.008
H (0.2252, 1.2833, 2.3277)  0.097
H (-1.4189, 1.7401, 2.7645)  0.105
H (-0.4947, 2.8864, 2.1422)  0.096
H (-1.7591, 2.3121, 0.1976)  0.165
H (-0.4309, -1.3434, -2.7582)  0.200
H (1.1661, -2.9242, -1.8618)  0.073
H (1.9438, -1.5586, -2.3435)  0.148
H (1.5207, -1.8299, -0.6226)  0.065

Force components x, y, z for each atom (eV/Å):
-1.0353 -0.5344 1.3467
2.0284 3.0943 -0.6717
0.5333 -3.5184 -3.0683
0.0636 0.2934 0.2156
-2.6142 0.9706 1.3119
1.7303 2.4918 -4.6186
0.0270 -0.2799 -0.2486
-0.2202 -0.5241 0.4365
0.3636 0.7725 -0.7564
-0.9518 -1.0348 0.6151
0.4049 0.8096 0.9729
-1.1598 -2.7121 -0.4068
-0.3109 -0.3524 1.5352
1.1411 0.5238 3.3364

=====

Record-wise lowest unoccupied orbital energy values, in hartree: -0.154 -0.223 -0.128 -0.210
Record-wise energy relative to the best compared isomer or geometry (same formula, charge and spin) values, in kcal per mole: 72.6 127.4 124.7 84.9